This record from OMol25 describes C23H14BrMnN3O7 as an isolated structure. The level of theory is wB97M-V/def2-TZVPD.

Atoms and positions in Å:
Mn 0.7219 -0.1926 -0.1783
Br 2.5987 2.8249 -1.2839
C 1.7471 2.8091 0.4064
C 1.7883 3.9831 1.1451
C 1.2182 3.9771 2.3973
C 0.6588 2.8005 2.8564
C 0.6618 1.6810 2.0430
N 1.1787 1.6847 0.8132
C 0.0637 0.3765 2.5445
O -0.3656 0.3756 3.7014
O 0.0788 -0.5618 1.7066
H 2.2664 4.8610 0.7361
H 1.2255 4.8743 3.0045
H 0.2134 2.6960 3.8366
O 3.8667 -5.3745 -0.4148
C 3.2307 -4.3392 -0.3602
C 3.7602 -2.9937 0.0616
O 4.9117 -2.7494 0.4023
C 2.6312 -2.0810 -0.0428
C 1.4608 -2.7714 -0.4931
O 0.3625 -2.1676 -0.6606
C 1.7682 -4.1895 -0.6959
O 1.0237 -5.0859 -1.0686
O 2.5875 -0.8261 0.2000
C -2.1894 1.3050 -0.0790
N -1.0304 0.8974 -0.8354
C -0.9388 1.2544 -2.0727
C 0.1985 0.8556 -2.8252
C 0.5912 1.0422 -4.1604
C 1.8169 0.3823 -4.2829
C 2.0997 -0.1709 -3.0173
N 1.1376 0.1259 -2.1454
C -2.8929 0.1373 0.5770
C -2.6591 -1.1668 0.1529
C -3.3319 -2.2252 0.7494
C -4.2461 -1.9924 1.7693
C -4.4702 -0.6926 2.2061
C -3.7888 0.3625 1.6159
H -2.9057 1.8146 -0.7388
H -1.9003 2.0280 0.6932
H -1.7243 1.8547 -2.5397
H 0.0453 1.5765 -4.9274
H 2.4279 0.2937 -5.1717
H 2.9653 -0.7418 -2.7099
H -1.9048 -1.3623 -0.5993
H -3.1117 -3.2378 0.4318
H -4.7561 -2.8224 2.2451
H -5.1541 -0.5036 3.0262
H -3.9364 1.3745 1.9815

Results
- HOMO energy (spin up / spin down) (eV) = -0.9 / -0.9
- molecular weight (g mol⁻¹) = 579.2
- ⟨S²⟩ = 0.79
- spin multiplicity = 2
- charge = -2
- HOMO-LUMO gap (spin up / spin down) (eV) = 5.1 / 5.1
- max |F| (eV/Å) = 0.71

List of Mulliken charges in e, atom by atom: 0.948 -0.125 -0.078 -0.705 -0.324 -0.798 0.752 0.343 0.185 -0.847 -0.567 0.401 0.390 0.499 -0.715 0.525 -0.106 -0.752 1.050 0.725 -0.581 -0.279 -0.736 -0.838 -1.599 0.487 -0.043 -0.098 -0.954 -0.777 -0.617 0.593 0.948 -0.004 -0.706 -0.371 -0.555 -0.497 0.559 0.225 0.243 0.433 0.402 0.436 0.104 0.409 0.351 0.331 0.331

This record from OMol25 describes C20H33NO6 as an isolated structure at a distorted geometry. The level of theory is wB97M-V/def2-TZVPD.

Atoms and positions in Å:
C -5.1115 0.7375 -6.3045
H -6.0498 1.1163 -5.9589
O -4.1151 1.4809 -6.2113
C -3.5340 1.7370 -4.9159
C -3.9682 1.1702 -3.8789
C -3.5020 1.5802 -2.4262
C -2.3621 2.5044 -2.2183
C -1.8967 2.7487 -3.5184
C -2.3957 2.4578 -4.7229
H -1.9706 3.0004 -5.6688
H -1.1862 3.4303 -3.2623
C -1.8826 2.4460 -0.8998
N -0.6422 1.7201 -0.7474
C -1.2736 0.3279 -0.4193
H -1.8498 -0.0812 -1.3167
H -0.2432 -0.1853 -0.4621
C -1.6911 0.1946 0.8609
O -1.6254 -1.2093 1.3762
C -0.5310 -1.7561 1.6939
C -0.1706 -1.2397 3.3303
O 1.2015 -1.7460 3.6580
C 1.3319 -3.0005 4.0889
C 2.4243 -3.2590 4.9492
O 3.7703 -3.0853 4.4585
C 4.1052 -2.1804 3.7656
C 4.3766 -1.9283 2.2503
O 4.7728 -0.5581 1.6911
C 3.3078 -0.0631 1.4187
C 3.1661 -0.2104 0.0256
O 1.8279 0.2255 -0.4783
C 1.5814 1.4537 -0.5324
C 0.4817 1.7993 -1.4237
H 0.4525 2.9697 -1.6159
H 0.5435 1.3473 -2.3480
H 1.6301 1.9861 0.4596
H 2.3614 1.9380 -0.9453
H 3.1150 -1.5076 -0.3338
H 3.8227 0.3544 -0.5693
H 3.6258 1.0782 1.5554
H 2.5603 -0.2771 2.2259
H 5.3414 -2.3051 2.0926
H 3.5899 -2.3345 2.0788
H 3.5156 -1.1492 4.1147
H 5.2577 -1.5523 4.3239
H 2.4812 -4.3843 5.3399
H 2.3725 -2.4447 5.5321
H 1.6237 -3.4337 2.8486
H 0.4819 -3.3476 4.1644
H -0.2512 -0.3341 3.2971
H -0.8853 -1.7935 4.0116
H -0.4357 -2.8335 1.6331
H 0.3564 -1.3264 1.0984
H -3.0049 0.2255 0.7761
H -1.2923 0.8768 1.6172
H -2.6937 2.6652 -0.2401
H -1.6443 3.7774 -0.7875
H -4.0001 1.0797 -1.6221
H -4.9460 0.5730 -3.6680
H -5.3127 0.5867 -7.3597
H -5.0112 -0.0625 -5.8809

Results
- HOMO energy (eV) = -8.6
- molecular weight (g mol⁻¹) = 383.5
- charge = 0
- HOMO-LUMO gap (eV) = 9.2
- max |F| (eV/Å) = 18.57

List of Mulliken charges in e, atom by atom: -1.229 0.427 -0.400 1.088 -0.477 -0.613 0.963 -0.570 -1.112 0.197 0.668 -1.521 0.476 -0.262 0.286 0.195 -0.451 -0.320 -0.004 -1.003 -0.376 -0.719 -0.950 -0.260 -0.162 -0.949 -0.425 0.035 -0.568 -0.312 -1.157 -0.672 0.625 0.188 0.268 0.802 0.107 0.438 0.213 0.202 0.423 0.529 0.221 0.158 0.216 0.560 0.175 1.023 0.746 0.280 0.412 -0.033 -0.002 0.299 0.419 0.406 0.410 0.195 0.279 0.618

This record from OMol25 describes an isolated molecule of C20H26NO5P. The level of theory is wB97M-V/def2-TZVPD.

Atoms and positions in Å:
C -1.3450 -1.8572 3.2078
C -2.1302 -2.2725 1.9664
C -1.4669 -3.4345 1.2457
H -0.4560 -3.1641 0.9455
H -2.0291 -3.6918 0.3529
H -1.4229 -4.2979 1.9051
H -3.1443 -2.5650 2.2717
O -2.3265 -1.1323 1.1297
P -1.6357 -0.8066 -0.2793
O -1.7904 -1.8306 -1.3236
O -2.3295 0.5776 -0.6147
C -3.4340 0.6098 -1.5244
C -4.7311 0.3947 -0.7596
H -4.8471 1.1684 -0.0044
H -5.5778 0.4248 -1.4402
H -4.7028 -0.5737 -0.2657
C -3.3904 1.9591 -2.2263
H -2.4448 2.0772 -2.7484
H -3.4804 2.7560 -1.4926
H -4.2049 2.0334 -2.9411
H -3.3009 -0.2033 -2.2503
C 0.1252 -0.3023 0.0235
N 0.8421 -0.6884 -1.1563
C 2.2076 -0.8001 -1.1913
C 3.0177 -0.2324 -0.2091
C 4.4023 -0.3315 -0.2950
C 5.0024 -0.9916 -1.3640
C 4.1983 -1.5511 -2.3421
C 2.8233 -1.4629 -2.2608
H 2.2027 -1.9068 -3.0260
H 4.6491 -2.0669 -3.1770
H 6.0761 -1.0621 -1.4197
C 5.2002 0.2797 0.7856
O 4.7413 0.7931 1.7780
O 6.5275 0.2157 0.5793
H 6.9892 0.6326 1.3231
H 2.5958 0.3054 0.6249
H 0.3176 -1.2704 -1.7956
C 0.1477 1.1753 0.2994
C -0.0775 1.6454 1.5852
C -0.1072 3.0053 1.8357
C 0.0889 3.9062 0.8032
C 0.3139 3.4409 -0.4812
C 0.3396 2.0817 -0.7335
H 0.5145 1.7136 -1.7335
H 0.4675 4.1399 -1.2905
H 0.0671 4.9681 0.9993
H -0.2823 3.3624 2.8399
H -0.2300 0.9445 2.3929
H 0.4953 -0.8442 0.9097
H -1.3604 -2.6613 3.9387
H -0.3104 -1.6379 2.9536
H -1.7944 -0.9714 3.6494

Results
- HOMO energy (eV) = -8.1
- molecular weight (g mol⁻¹) = 391.4
- SMILES string = CC(C)OP(=O)(OC(C)C)[C@@H](Nc1cccc(C(=O)O)c1)c1ccccc1
- charge = 0
- HOMO-LUMO gap (eV) = 8.7
- max |F| (eV/Å) = 0.99

List of Mulliken charges in e, atom by atom: -1.236 0.440 -1.296 0.231 0.364 0.483 0.379 -0.451 0.687 -0.932 -0.173 0.480 -1.350 0.287 0.453 0.288 -1.422 0.334 0.304 0.445 0.369 -0.130 0.002 0.101 0.420 -0.494 -0.717 -0.695 -0.555 0.478 0.388 0.490 0.420 -0.603 -0.447 0.339 0.692 0.226 -0.008 -0.275 -0.836 -0.442 -0.912 0.042 0.488 0.423 0.408 0.449 0.358 0.727 0.469 0.191 0.319

This record from OMol25 describes a 14-piece molecular cluster, C28H84O14 overall at a distorted geometry. The level of theory is wB97M-V/def2-TZVPD.

Atoms and positions in Å:
C 2.2121 -8.7545 6.8879
C 2.0163 -7.9843 5.5649
O 1.5973 -6.6480 5.5670
H 1.4417 -8.5351 7.6272
H 3.0720 -8.3704 7.4366
H 2.1156 -9.8228 6.6944
H 1.2882 -8.5575 4.9909
H 2.9382 -7.9941 4.9833
H 1.7570 -6.3859 4.6574
C -0.5627 0.9837 -0.0720
C -0.3246 1.3850 -1.5013
O 1.0893 1.5928 -1.6241
H 0.0784 0.1202 0.1058
H -1.5560 0.6630 0.2420
H -0.3152 1.6698 0.7379
H -1.0387 2.1354 -1.8406
H -0.7111 0.5592 -2.0986
H 1.2226 1.9220 -2.5160
C -7.2053 4.6478 -4.0212
C -7.3074 3.2360 -3.7016
O -8.1796 3.1030 -2.6303
H -6.5252 4.7949 -4.8602
H -6.9043 5.2526 -3.1657
H -8.1424 5.1728 -4.2066
H -6.3405 2.8405 -3.3906
H -7.7439 2.6876 -4.5364
H -7.7632 3.5924 -1.9170
C -3.8453 10.1299 -1.2996
C -2.9672 9.1588 -0.3802
O -3.8268 8.5260 0.5873
H -3.1367 10.4677 -2.0558
H -4.4099 10.9336 -0.8269
H -4.6528 9.6311 -1.8355
H -2.0871 9.6200 0.0678
H -2.6594 8.2802 -0.9472
H -3.1684 8.1220 1.1574
C -3.8999 -3.8581 8.2754
C -3.1816 -2.5521 8.1224
O -2.5919 -2.3791 6.8440
H -3.2956 -4.7137 7.9739
H -4.8102 -3.8220 7.6770
H -4.3827 -3.9744 9.2457
H -2.4126 -2.4829 8.8918
H -3.8095 -1.6693 8.2431
H -1.8331 -2.9650 6.7939
C 4.0833 6.8391 -6.6126
C 3.4452 5.8415 -7.4037
O 2.8440 4.9383 -6.5353
H 4.8015 6.3676 -5.9418
H 3.3632 7.3166 -5.9482
H 4.4976 7.7180 -7.1066
H 4.2598 5.3699 -7.9534
H 2.7698 6.2613 -8.1492
H 2.3967 4.3159 -7.1133
C 9.9623 4.4044 -1.8838
C 8.7345 3.4172 -2.1476
O 7.7326 3.7826 -1.2422
H 10.1483 4.9948 -2.7810
H 10.8433 3.7867 -1.7096
H 9.9128 5.1435 -1.0842
H 8.9659 2.4320 -1.7430
H 8.3180 3.5205 -3.1496
H 6.8635 3.5499 -1.5769
C 6.6703 -2.4196 4.8175
C 6.2643 -1.0298 4.2010
O 6.7099 -1.0172 2.9025
H 6.9124 -3.2696 4.1796
H 6.0294 -2.6770 5.6608
H 7.6265 -2.3894 5.3400
H 6.6076 -0.1892 4.8040
H 5.1771 -1.0446 4.1236
H 6.3563 -0.2612 2.4282
C 2.9040 -7.1966 -1.2623
C 3.9288 -6.1215 -0.9857
O 3.5715 -5.3486 0.2068
H 2.8850 -7.8775 -0.4113
H 3.0790 -7.7369 -2.1927
H 1.9175 -6.7537 -1.3991
H 3.9249 -5.4224 -1.8220
H 4.8891 -6.6214 -0.8590
H 4.1725 -4.6065 0.1088
C -2.7256 -4.8484 -5.8296
C -2.4054 -6.1171 -6.5304
O -3.4966 -7.0025 -6.4600
H -2.0150 -4.0741 -6.1186
H -2.7239 -5.0057 -4.7510
H -3.7168 -4.5280 -6.1505
H -1.4502 -6.4619 -6.1345
H -2.1997 -5.8644 -7.5706
H -3.1470 -7.8937 -6.5305
C 2.1565 5.3302 5.8553
C 0.6810 5.5216 6.2090
O 0.5040 6.7554 5.5134
H 2.2927 4.3344 6.2769
H 2.8219 6.0801 6.2832
H 2.2063 5.3098 4.7666
H 0.5263 5.6729 7.2773
H 0.1116 4.6635 5.8519
H 1.1294 7.2850 6.0134
C -8.1392 1.8867 4.8392
C -6.8611 2.6308 4.5719
O -7.2161 3.4448 3.4556
H -8.1548 1.0498 5.5373
H -8.5988 1.3844 3.9880
H -9.0036 2.4567 5.1799
H -5.9892 2.0179 4.3432
H -6.6452 3.2468 5.4449
H -6.5990 4.1768 3.3859
C -5.9279 -5.1031 2.1171
C -6.9934 -6.1113 2.6537
O -7.0894 -7.1051 1.6703
H -5.5949 -5.2530 1.0901
H -4.9818 -5.2299 2.6434
H -6.3640 -4.1064 2.0490
H -7.8832 -5.6033 3.0256
H -6.5199 -6.5804 3.5162
H -7.7077 -6.7787 1.0125
C 5.3264 -1.1041 -9.3340
C 5.0821 -2.4686 -9.9475
O 3.8605 -2.4650 -10.5576
H 5.0225 -0.3527 -10.0628
H 6.2540 -0.8932 -8.8020
H 4.7218 -1.0236 -8.4307
H 5.0470 -3.2977 -9.2408
H 5.8482 -2.5054 -10.7219
H 3.7505 -3.2469 -11.1036

Results
- HOMO energy (eV) = -9.9
- molecular weight (g mol⁻¹) = 645.0
- charge = 0
- HOMO-LUMO gap (eV) = 10.1
- max |F| (eV/Å) = 3.85

Mulliken population analysis, charges in e, atoms 1 to 99: -1.010 -0.210 -0.519 0.306 0.287 0.304 0.254 0.264 0.323 -1.121 -0.123 -0.491 0.266 0.363 0.302 0.301 0.218 0.284 -1.053 -0.131 -0.515 0.298 0.313 0.307 0.223 0.264 0.294 -1.009 -0.230 -0.512 0.315 0.308 0.275 0.311 0.245 0.298 -0.905 -0.259 -0.513 0.290 0.242 0.321 0.255 0.272 0.296 -1.141 -0.092 -0.494 0.263 0.292 0.361 0.221 0.296 0.295 -0.924 -0.161 -0.539 0.260 0.255 0.306 0.222 0.292 0.290 -1.086 -0.142 -0.521 0.340 0.316 0.291 0.268 0.237 0.297 -1.071 -0.173 -0.515 0.270 0.346 0.293 0.287 0.255 0.308 -1.024 -0.170 -0.507 0.323 0.278 0.285 0.281 0.230 0.304 -0.982 -0.306 -0.504 0.289 0.403 0.249 0.233 0.314 0.305

This record from OMol25 describes a 2-piece molecular cluster, CH2N2O3Si overall at a distorted geometry. The level of theory is wB97M-V/def2-TZVPD.

Atoms and positions in Å:
C -2.6008 -1.0537 0.1452
N -2.3614 -2.1493 0.4620
N -4.8602 1.5503 0.5147
O -3.5767 1.5939 0.7948
O -4.9408 0.5853 -0.3641
O 0.5850 -1.7955 -0.8000
Si -3.2417 0.5985 -0.5262
H 1.2843 -2.2414 -0.3081
H -0.3200 -2.0422 -0.3883

Results
- HOMO energy (spin up / spin down) (eV) = -9.7 / -9.7
- molecular weight (g mol⁻¹) = 118.1
- SMILES string = N#C[Si]12ON1O2.O
- charge = 0
- HOMO-LUMO gap (spin up / spin down) (eV) = 7.6 / 7.7
- max |F| (eV/Å) = 4.22

List of Mulliken charges in e, atom by atom: 0.365 -0.442 0.219 -0.106 -0.111 -0.672 0.086 0.305 0.355

Calculated relative energy (zero: lowest compared OMol25 entry of this formula, charge and spin), 0.00; 525.66; 2.52; 190.86; 53.31 kcal/mol (same order as the records).